Record 1
{
  "formula": "C6H10N",
  "method": "ωB97M-V/def2-TZVPD",
  "species": ["C", "C", "C", "C", "C", "C", "N", "H", "H", "H", "H", "H", "H", "H", "H", "H", "H"],
  "xyz": [[-1.63341, 1.00470, 0.06782], [-0.87413, -0.24989, -0.16912], [-0.30206, 1.34765, 0.74506], [0.43875, 0.20781, -0.10581], [-1.35491, -1.60243, 0.12262], [2.45508, -0.68540, 0.18851], [0.56349, 1.62548, -0.42210], [-1.87472, 1.65830, -0.76742], [-2.50269, 0.86029, 0.70172], [-1.42518, -2.13642, -0.82907], [-2.34933, -1.58127, 0.56307], [-0.67315, -2.16125, 0.76017], [2.21082, -1.57999, 0.73362], [2.90121, 0.10932, 0.75670], [2.75621, -0.81230, -0.83510], [0.18867, 1.97289, -1.31587], [1.47534, 2.02252, -0.19479]],
  "nbo_charge": [-0.5006, 0.1799, 0.0198, 0.0623, -0.6695, -0.3675, -0.5738, 0.2480, 0.2737, 0.2833, 0.2564, 0.2556, 0.2234, 0.2116, 0.2182, 0.4256, 0.4536],
  "charge": 1,
  "orbital_gap_ev": 9.187,
  "lumo_energy_ev": -4.1925,
  "multiplicity": 1
}

Record 2
{
  "formula": "C5H8O2",
  "method": "ωB97M-V/def2-TZVPD",
  "species": ["C", "C", "C", "C", "C", "O", "O", "H", "H", "H", "H", "H", "H", "H", "H"],
  "xyz": [[-0.63836, -1.29464, -0.11342], [-1.93079, -0.07751, -0.52343], [1.07650, 0.48052, 0.06265], [-0.26045, -0.06741, 0.61464], [2.00019, 0.88720, 0.93631], [1.28482, 0.43131, -1.29475], [-0.61449, 0.23331, 1.77581], [2.22184, 0.60624, -1.47259], [-0.92143, -2.12167, 0.53844], [-0.16872, -1.50682, -1.07100], [-2.40299, 0.70282, 0.07538], [-1.63229, 0.36333, -1.47488], [-2.78363, -0.74211, -0.67168], [2.99694, 1.17601, 0.62403], [1.77286, 0.92941, 1.99450]],
  "nbo_charge": [-0.4175, -0.6335, 0.2261, 0.4847, -0.4753, -0.6943, -0.6129, 0.4856, 0.2417, 0.2400, 0.2600, 0.2238, 0.2406, 0.1914, 0.2397],
  "charge": 0,
  "orbital_gap_ev": 9.868,
  "lumo_energy_ev": 0.6510,
  "multiplicity": 1
}

Record 3
{
  "formula": "C5H14N2",
  "method": "ωB97M-V/def2-TZVPD",
  "species": ["C", "N", "C", "C", "C", "C", "N", "H", "H", "H", "H", "H", "H", "H", "H", "H", "H", "H", "H", "H", "H"],
  "xyz": [[-0.58780, -0.35703, 0.03604], [0.62543, -0.84781, 0.71936], [0.45161, -2.21838, 1.13702], [1.12870, -0.01834, 1.75774], [-0.22200, 0.71859, -1.00751], [-0.44927, 2.13554, -0.46295], [-0.87254, 0.57548, -2.35163], [-0.98088, -1.24060, -0.46945], [-1.36417, 0.00479, 0.71803], [0.32177, -2.91080, 0.29575], [-0.30849, -2.45302, 1.89759], [1.40958, -2.57153, 1.55029], [1.31951, 1.01709, 1.47721], [0.49038, -0.02707, 2.66807], [2.10875, -0.40425, 2.08525], [0.84714, 0.70412, -1.22229], [-1.41707, 2.56538, -0.75480], [0.21525, 2.87612, -0.92970], [-0.41131, 2.25883, 0.61959], [-0.19962, 0.05371, -2.89885], [-1.63775, -0.06070, -2.20493]],
  "lowdin_spin": [0.0849, 0.0092, 0.2891, 0.0932, 0.0497, 0.0295, 0.0271, 0.0480, 0.0226, 0.0743, 0.0572, 0.0547, 0.0102, 0.0256, 0.0312, 0.0132, 0.0045, 0.0075, 0.0058, 0.0352, 0.0272],
  "charge": -1,
  "orbital_gap_ev": [2.674, 8.790],
  "lumo_energy_ev": [4.0949, 3.9143],
  "multiplicity": 2
}

Record 4
{
  "formula": "C5H15N4",
  "method": "ωB97M-V/def2-TZVPD",
  "species": ["C", "C", "C", "C", "C", "N", "N", "N", "N", "H", "H", "H", "H", "H", "H", "H", "H", "H", "H", "H", "H", "H", "H", "H"],
  "xyz": [[0.53529, -0.28353, -2.01967], [-0.35884, -1.18872, -1.24674], [-0.43471, -2.53168, -1.87372], [-1.45112, -0.72202, -0.17396], [1.05629, -0.70163, -0.82975], [-0.75812, 0.56839, 2.80823], [0.83370, 2.11026, 1.56377], [0.86910, 1.68684, 0.37778], [1.53063, 2.14413, -0.66364], [0.62659, 0.38962, -2.86721], [-0.30662, -3.31970, -1.06145], [-1.35645, -2.71167, -2.54988], [0.42433, -2.63678, -2.47019], [-1.26685, -1.22825, 0.85642], [-1.42134, 0.32440, -0.00704], [-2.39955, -1.12841, -0.54334], [1.83576, -0.93226, -0.12846], [-1.76683, 0.84136, 2.58794], [-0.81083, 0.84235, 3.79863], [1.49124, 2.90099, 1.93890], [0.10218, 1.43409, 2.08029], [-0.44681, -0.28103, 2.50836], [1.26330, 1.47119, -1.40785], [2.20967, 2.95205, -0.67743]],
  "nbo_charge": [-0.2534, -0.0503, -0.6291, -0.6144, -0.1827, -1.0364, -0.4743, 0.1169, -0.5428, 0.2340, 0.2154, 0.2294, 0.2202, 0.1815, 0.2035, 0.2319, 0.2397, 0.4131, 0.4148, 0.3817, 0.4275, 0.4063, 0.4524, 0.4150],
  "charge": 1,
  "orbital_gap_ev": 8.721,
  "lumo_energy_ev": -3.7151,
  "multiplicity": 1
}

Record 5
{
  "formula": "C4H7N3O",
  "method": "ωB97M-V/def2-TZVPD",
  "species": ["H", "N", "C", "N", "N", "C", "C", "C", "O", "H", "H", "H", "H", "H", "H"],
  "xyz": [[-2.84830, -1.47435, -0.07121], [-2.42735, -0.73805, -0.79166], [-1.50145, -0.16973, -0.10036], [-0.93971, -0.53615, 1.18276], [-0.86782, 1.02233, -0.58563], [0.45691, 1.43946, -0.15276], [1.50762, 0.53957, -0.05993], [1.77984, -0.83248, -0.35171], [1.06783, -1.73165, -0.63749], [0.04524, -0.21231, 1.25948], [-0.80953, -1.60193, 1.19427], [-1.43159, 1.67256, -1.05423], [0.70472, 2.58650, 0.07173], [2.37572, 1.11253, 0.19464], [2.88787, -1.07631, -0.09790]],
  "nbo_charge": [0.3401, -0.6808, 0.5763, -0.8524, -0.6395, 0.1128, -0.4646, 0.3881, -0.5168, 0.3856, 0.3873, 0.4132, 0.2327, 0.2206, 0.0973],
  "charge": 0,
  "orbital_gap_ev": 8.805,
  "lumo_energy_ev": -0.4135,
  "multiplicity": 1,
  "smiles": "[H]/N=C(\\N)N/C=C\\C=O"
}

Record 6
{
  "formula": "C4H10N4",
  "method": "ωB97M-V/def2-TZVPD",
  "species": ["C", "N", "C", "N", "C", "N", "C", "N", "H", "H", "H", "H", "H", "H", "H", "H", "H", "H"],
  "xyz": [[-1.06172, 1.39988, -0.64728], [-0.81982, 0.27995, 0.24419], [-2.05272, -0.34365, 0.68452], [0.02432, -0.70332, -0.32302], [1.40441, -0.43748, -0.10390], [2.20643, -1.55179, -0.49863], [1.78312, 0.53324, 0.90379], [1.97330, 0.93196, -0.28468], [-0.10381, 1.83794, -0.92863], [-1.65160, 2.14661, -0.11943], [-1.59917, 1.09756, -1.55945], [-2.62633, 0.38456, 1.25441], [-2.66495, -0.70562, -0.15345], [-1.80083, -1.18504, 1.32560], [-0.16596, -0.88495, -1.31215], [3.18872, -1.30717, -0.51484], [2.06152, -2.34150, 0.12046], [1.90508, 0.84881, 1.91251]],
  "nbo_charge": [-0.4356, -0.2852, -0.4056, -0.4869, 0.3186, -0.8392, 0.0459, -0.3665, 0.2257, 0.2020, 0.1621, 0.1967, 0.1632, 0.2114, 0.3459, 0.3716, 0.3715, 0.2042],
  "charge": 0,
  "orbital_gap_ev": 9.542,
  "lumo_energy_ev": 1.0488,
  "multiplicity": 1,
  "smiles": "CN(C)N[C@]1(N)C=N1"
}

Record 7
{
  "formula": "C35H50BBr2F4NO4PPtS3Si2Te",
  "method": "ωB97M-V/def2-TZVPD",
  "species": ["Pt", "Br", "C", "C", "C", "Br", "C", "C", "C", "C", "N", "C", "C", "O", "H", "H", "H", "H", "F", "B", "F", "F", "F", "O", "S", "C", "C", "C", "C", "C", "C", "C", "C", "C", "C", "C", "C", "H", "H", "H", "H", "H", "H", "H", "H", "H", "H", "C", "Si", "C", "C", "C", "Te", "C", "Si", "C", "C", "C", "H", "H", "H", "H", "H", "H", "H", "H", "H", "H", "H", "H", "H", "H", "H", "H", "H", "H", "H", "H", "H", "H", "C", "C", "C", "O", "P", "S", "S", "O", "C", "C", "C", "H", "H", "H", "H", "H", "H", "H", "H", "H", "H", "H", "H", "H", "H"],
  "xyz": [[0.94412, -0.18748, -0.96561], [1.87178, 4.38000, 2.05951], [3.01400, 3.56435, 0.84543], [4.18898, 4.17196, 0.44251], [5.02975, 3.55412, -0.46940], [6.61439, 4.41831, -0.93858], [4.69884, 2.28922, -1.06361], [5.50724, 1.62044, -1.99762], [5.07690, 0.41951, -2.50351], [3.83598, -0.08658, -2.11438], [3.05544, 0.53343, -1.24359], [3.48800, 1.68293, -0.69986], [2.62587, 2.26293, 0.34794], [1.62939, 1.64061, 0.77183], [4.46185, 5.13592, 0.84744], [6.45015, 2.04784, -2.30377], [5.67243, -0.13187, -3.21520], [3.43949, -1.00411, -2.52874], [-1.23975, -1.06109, -0.60078], [-2.23375, -0.97440, -1.68168], [-1.86307, 0.17844, -2.41501], [-2.19858, -2.08631, -2.45003], [-3.46663, -0.78674, -1.08705], [-1.78046, 0.95613, 1.99343], [-0.82206, -0.12908, 2.42324], [-0.39491, 0.25323, 4.10410], [0.86218, -0.11361, 4.55149], [1.21724, 0.17179, 5.86279], [0.32476, 0.83368, 6.69105], [-0.92549, 1.21426, 6.22014], [-1.29527, 0.92280, 4.91917], [-1.83136, -1.57237, 2.71311], [-1.30586, -2.63632, 3.43148], [-2.07673, -3.77422, 3.59727], [-3.34395, -3.84596, 3.02980], [-3.84357, -2.78013, 2.30170], [-3.08744, -1.62767, 2.14134], [1.55499, -0.60772, 3.88427], [2.19223, -0.11226, 6.23108], [0.60566, 1.06119, 7.71025], [-1.61250, 1.73394, 6.87157], [-2.26124, 1.21022, 4.52940], [-0.31834, -2.57722, 3.86950], [-1.68810, -4.60677, 4.16736], [-3.94076, -4.73769, 3.15799], [-4.82256, -2.83974, 1.84844], [-3.45679, -0.79882, 1.56322], [-5.01794, 2.51771, 2.04634], [-3.90836, 3.46269, 0.87573], [-4.87082, 4.70793, -0.14047], [-2.53855, 4.31770, 1.83491], [-3.17809, 2.18577, -0.34312], [-1.10382, 2.05626, -0.27857], [-0.83194, 3.71046, -1.57828], [-0.45569, 3.36149, -3.41427], [0.27627, 4.93959, -4.10888], [-2.04081, 2.88166, -4.27568], [0.82311, 1.98813, -3.51668], [-5.56529, 3.19506, 2.69960], [-4.42659, 1.84497, 2.66754], [-5.74759, 1.91784, 1.50382], [-5.33359, 5.46081, 0.49219], [-5.66391, 4.21760, -0.70314], [-4.23094, 5.22617, -0.85450], [-2.98414, 4.93975, 2.61255], [-1.92667, 4.96931, 1.21067], [-1.88752, 3.59464, 2.32863], [-3.42462, 2.39238, -1.38458], [-3.53151, 1.18750, -0.10061], [-0.03812, 4.32254, -1.14531], [-1.75995, 4.28025, -1.50864], [-0.42688, 5.76876, -4.06319], [0.56134, 4.80991, -5.15057], [1.16920, 5.23033, -3.55479], [-2.81101, 3.64155, -4.14868], [-2.42111, 1.93283, -3.89874], [-1.86744, 2.76633, -5.34457], [1.83460, 2.36069, -3.34846], [0.79684, 1.47437, -4.47532], [0.61185, 1.22182, -2.76038], [4.24971, -5.31012, -1.08210], [3.54811, -4.19756, -1.83139], [3.81383, -4.21324, -3.32050], [2.12060, -4.38524, -1.61202], [1.13939, -3.18593, -1.30151], [1.01517, -1.82245, -2.77601], [1.73787, -2.14466, 0.32470], [-0.23121, -3.87942, -1.12475], [-0.60598, -5.19454, -0.62298], [-0.43989, -6.23299, -1.71028], [0.15008, -5.50312, 0.64641], [5.32462, -5.24968, -1.24143], [3.90413, -6.27913, -1.44093], [4.05354, -5.24087, -0.01408], [3.82262, -3.22985, -1.39167], [3.53660, -5.17769, -3.74315], [4.87599, -4.05499, -3.50529], [3.24809, -3.43743, -3.83284], [-1.66847, -5.05105, -0.40536], [0.60854, -6.46480, -1.88233], [-0.88575, -5.88181, -2.63777], [-0.95265, -7.14679, -1.40939], [1.21980, -5.60549, 0.45244], [-0.21061, -6.44860, 1.05238], [-0.00688, -4.72643, 1.38589]],
  "lowdin_spin": [1.2441, 0.0700, 0.1993, -0.0171, 0.2334, 0.0815, 0.0145, 0.0252, -0.0061, 0.0286, 0.0867, 0.0633, 0.0764, 0.2835, -0.0042, 0.0021, -0.0005, 0.0013, 0.0664, 0.0092, 0.0460, 0.0012, 0.0024, 0.0463, 0.0058, 0.0004, 0.0002, 0.0000, 0.0001, 0.0000, 0.0001, 0.0023, 0.0004, 0.0002, 0.0000, 0.0001, 0.0003, 0.0001, 0.0000, 0.0000, 0.0000, 0.0000, 0.0001, 0.0000, 0.0000, 0.0000, 0.0001, 0.0029, 0.0163, 0.0026, 0.0205, 0.0577, 0.6071, 0.0677, 0.0218, 0.0050, 0.0018, 0.0393, 0.0006, 0.0001, 0.0000, 0.0006, 0.0000, 0.0000, 0.0010, 0.0019, 0.0085, 0.0070, 0.0024, 0.0074, 0.0010, 0.0002, 0.0009, 0.0001, 0.0002, 0.0001, 0.0004, 0.0004, 0.0008, 0.0257, 0.0006, 0.0013, 0.0019, 0.0104, 0.0327, 0.2155, 0.2590, 0.0022, 0.0001, 0.0001, 0.0035, 0.0000, 0.0000, 0.0005, 0.0003, 0.0000, 0.0000, 0.0027, 0.0000, 0.0000, 0.0000, 0.0000, 0.0012, 0.0001, 0.0018],
  "charge": 1,
  "orbital_gap_ev": [6.472, 5.362],
  "lumo_energy_ev": [-3.5504, -5.4912],
  "multiplicity": 5
}

These records have ΔE to the lowest compared entry with this formula, charge and spin values of 125.96, 76.44, 23.87, 126.25, 57.82, 74.86, 9.86 kcal per mole, in the order they appear.